# 1
{"formula": "C35H21BrF6N7O5S2Ta", "method": "ωB97M-V/def2-TZVPD", "elements": ["Ta", "C", "C", "N", "C", "C", "C", "C", "C", "C", "C", "N", "C", "C", "C", "C", "C", "C", "C", "C", "N", "C", "H", "H", "H", "H", "H", "H", "H", "H", "H", "H", "H", "H", "Br", "C", "C", "C", "C", "C", "C", "N", "N", "C", "C", "C", "C", "O", "C", "N", "C", "C", "C", "C", "H", "H", "H", "H", "H", "H", "H", "H", "H", "F", "C", "F", "F", "S", "O", "O", "N", "S", "O", "O", "C", "F", "F", "F"], "coordinates": [[-0.023, -0.369, 0.048], [-0.297, -4.849, 0.030], [-0.296, -3.507, 0.413], [0.094, -2.535, -0.404], [0.522, -2.859, -1.659], [0.531, -4.180, -2.128], [0.112, -5.185, -1.235], [0.925, -4.416, -3.469], [1.248, -3.355, -4.262], [1.244, -2.027, -3.771], [0.927, -1.774, -2.460], [0.894, -0.547, -1.781], [1.424, 0.629, -2.359], [2.450, 0.751, -3.259], [2.785, 2.020, -3.793], [2.114, 3.151, -3.430], [1.101, 3.068, -2.442], [0.369, 4.166, -1.946], [-0.563, 3.981, -0.957], [-0.734, 2.705, -0.412], [-0.056, 1.658, -0.855], [0.813, 1.812, -1.894], [-0.628, -5.597, 0.735], [-0.620, -3.219, 1.403], [0.113, -6.218, -1.559], [0.940, -5.428, -3.850], [1.517, -3.518, -5.297], [1.470, -1.224, -4.455], [3.019, -0.112, -3.571], [3.587, 2.078, -4.515], [2.355, 4.111, -3.867], [0.546, 5.152, -2.357], [-1.149, 4.801, -0.570], [-1.424, 2.540, 0.405], [-11.461, -5.201, 4.551], [-9.911, -4.540, 3.721], [-8.689, -5.139, 3.984], [-7.553, -4.639, 3.368], [-7.650, -3.560, 2.501], [-8.883, -2.965, 2.236], [-10.016, -3.457, 2.851], [-6.418, -3.126, 1.923], [-6.527, -2.195, 1.104], [-5.253, -1.746, 0.626], [-5.178, -1.452, -0.709], [-3.977, -1.030, -1.322], [-2.875, -0.884, -0.537], [-1.653, -0.482, -0.956], [-2.925, -1.150, 0.836], [-1.737, -0.941, 1.480], [-1.718, -1.116, 2.797], [-2.854, -1.475, 3.521], [-4.044, -1.703, 2.869], [-4.107, -1.567, 1.466], [-8.630, -5.980, 4.659], [-6.583, -5.086, 3.545], [-8.945, -2.126, 1.558], [-10.981, -3.009, 2.664], [-6.073, -1.568, -1.307], [-3.936, -0.816, -2.381], [-0.777, -0.960, 3.304], [-2.781, -1.567, 4.595], [-4.924, -1.977, 3.429], [0.570, 4.020, 2.402], [1.586, 3.176, 2.446], [2.141, 3.066, 1.250], [2.472, 3.550, 3.337], [0.896, 1.531, 2.954], [0.021, 1.127, 1.817], [0.274, 1.674, 4.213], [2.192, 0.571, 2.987], [2.184, -0.410, 1.800], [2.208, 0.196, 0.456], [0.986, -1.317, 1.780], [3.667, -1.523, 1.993], [3.587, -2.107, 3.164], [3.581, -2.398, 1.013], [4.745, -0.788, 1.885]], "forces_ev_per_angstrom": [[-0.9, 0.1, -0.6], [0.0, 0.1, 0.0], [0.0, -0.1, -0.1], [0.1, 0.0, 0.1], [-0.1, 0.0, 0.1], [0.0, -0.1, -0.1], [0.0, 0.0, 0.0], [0.0, 0.0, 0.0], [0.0, 0.1, 0.0], [0.0, -0.1, -0.1], [-0.1, 0.2, 0.0], [0.3, -0.1, 0.2], [0.0, -0.1, 0.0], [0.0, 0.0, 0.0], [0.0, -0.1, 0.0], [0.0, 0.0, 0.0], [0.1, 0.1, 0.0], [0.0, 0.0, 0.0], [0.0, 0.0, 0.0], [0.0, 0.0, -0.1], [0.2, 0.0, 0.1], [-0.1, 0.0, 0.1], [0.0, 0.0, 0.0], [0.0, 0.0, 0.0], [0.0, 0.0, 0.0], [0.0, 0.0, 0.0], [0.0, 0.0, 0.0], [0.0, 0.0, 0.0], [0.0, 0.0, 0.0], [0.0, 0.0, 0.0], [0.0, 0.0, 0.0], [0.0, 0.0, 0.0], [0.0, 0.0, 0.0], [0.0, 0.0, 0.0], [0.0, 0.0, 0.0], [0.0, 0.0, 0.0], [0.1, 0.0, 0.0], [0.0, -0.1, 0.0], [0.3, 0.0, -0.3], [-0.1, 0.0, 0.0], [0.0, 0.0, 0.0], [-0.5, 0.2, 0.2], [0.7, 0.0, 0.1], [-0.4, -0.2, 0.0], [0.1, 0.1, -0.2], [-0.2, 0.0, 0.0], [0.3, -0.1, 0.1], [-0.3, 0.2, 0.0], [0.0, 0.0, -0.1], [0.1, -0.2, 0.0], [-0.1, 0.0, 0.1], [0.1, 0.0, 0.0], [-0.1, 0.0, -0.1], [-0.1, 0.0, 0.1], [0.0, 0.0, 0.0], [0.0, 0.0, 0.0], [0.0, 0.0, 0.0], [0.0, 0.0, 0.0], [0.0, 0.0, 0.0], [0.0, 0.0, 0.0], [0.0, 0.0, 0.0], [0.0, 0.0, 0.0], [0.0, 0.0, 0.0], [0.0, 0.0, -0.1], [0.0, 0.0, 0.2], [0.0, 0.0, 0.0], [0.0, 0.0, 0.0], [-0.1, -0.2, -0.2], [0.1, 0.2, 0.1], [0.0, 0.0, 0.0], [-0.2, 0.0, -0.1], [-0.1, -0.2, -0.2], [0.1, -0.1, 0.3], [0.6, 0.2, 0.0], [0.0, 0.2, 0.2], [0.0, 0.0, 0.0], [0.0, 0.0, 0.0], [0.0, 0.0, 0.0]], "de_lowest_ev": 0.3781, "multiplicity": 1, "orbital_gap_ev": 5.386, "total_charge": 2}

# 2
{"formula": "C4H4BrN", "method": "ωB97M-V/def2-TZVPD", "elements": ["C", "C", "C", "C", "N", "Br", "H", "H", "H", "H"], "coordinates": [[-0.415, 1.536, 0.052], [-0.216, 0.183, 0.006], [1.234, 0.644, 0.043], [-0.808, -1.160, 0.005], [1.135, 1.881, -0.039], [3.457, -0.430, -0.109], [-1.320, 2.097, -0.058], [-0.820, -1.706, 0.993], [-0.301, -1.977, -0.605], [-1.946, -1.068, -0.288]], "forces_ev_per_angstrom": [[0.2, -4.2, -0.7], [-0.1, 1.3, 0.6], [3.1, 0.1, -0.6], [-2.4, -1.7, 0.0], [0.1, -0.1, 0.4], [-2.9, 1.2, 0.2], [0.1, 0.9, 0.1], [0.1, 1.1, -0.5], [-0.5, 1.6, 0.1], [2.3, -0.3, 0.4]], "de_lowest_ev": 4.3490, "multiplicity": 1, "orbital_gap_ev": 8.427, "total_charge": 0}

# 3
{"formula": "C5H9N2O", "method": "ωB97M-V/def2-TZVPD", "elements": ["C", "C", "C", "C", "C", "N", "N", "O", "H", "H", "H", "H", "H", "H", "H", "H", "H"], "coordinates": [[-1.833, -0.665, 0.286], [0.316, 0.897, -0.190], [0.569, 0.163, -1.451], [-0.878, -0.755, 1.370], [2.328, 0.064, -0.169], [-0.932, 0.460, 0.594], [1.527, 0.630, 0.656], [1.907, -0.236, -1.461], [-3.007, -0.525, 0.526], [0.403, 1.982, -0.231], [-1.750, -1.099, -0.650], [0.043, -0.675, -1.706], [0.341, 0.883, -2.302], [-1.068, -0.773, 2.472], [3.265, -0.187, 0.011], [0.165, -1.350, 1.193], [-1.396, 1.185, 1.051]], "forces_ev_per_angstrom": [[-4.2, 0.5, 1.6], [1.1, -0.1, 2.5], [-0.3, 3.0, -2.9], [3.7, -3.2, 1.3], [-4.3, 1.0, -1.3], [1.2, 0.4, -0.9], [-0.2, -0.9, -1.5], [1.3, 0.8, 2.2], [3.0, 0.1, -0.4], [-1.3, 0.0, -0.4], [0.7, -1.0, -1.5], [-2.0, -2.2, 0.0], [0.7, -0.8, 0.8], [-0.4, 0.5, -1.3], [4.2, -1.2, 0.9], [-2.7, 1.5, 0.2], [-0.7, 1.7, 0.8]], "de_lowest_ev": 3.7942, "smiles": "C1=N[C@H]([NH+]2CC2)CO1", "multiplicity": 1, "orbital_gap_ev": 11.329, "total_charge": 1}

# 4
{"formula": "C16H24AgFNO11", "method": "ωB97M-V/def2-TZVPD", "elements": ["Ag", "F", "N", "O", "O", "O", "O", "C", "O", "C", "C", "C", "H", "H", "H", "H", "H", "H", "O", "C", "O", "C", "C", "C", "H", "H", "H", "H", "H", "H", "O", "C", "O", "C", "C", "C", "H", "H", "H", "H", "H", "H", "O", "C", "O", "C", "C", "C", "H", "H", "H", "H", "H", "H"], "coordinates": [[0.438, -0.137, -0.056], [2.410, 0.393, -0.783], [-1.962, -0.426, 1.393], [-0.790, -0.672, 1.827], [-2.041, 0.237, 0.342], [-2.930, -0.920, 1.957], [0.609, 1.907, 1.348], [0.647, 2.606, 2.317], [1.672, 2.569, 3.184], [1.428, 3.382, 4.356], [-0.088, 3.755, 4.302], [-0.448, 3.478, 2.840], [2.105, 4.223, 4.230], [1.523, 2.729, 5.216], [-0.268, 4.779, 4.622], [-0.619, 3.091, 4.982], [-0.445, 4.442, 2.324], [-1.429, 3.016, 2.768], [1.070, -2.302, 0.552], [1.748, -3.277, 0.629], [2.561, -3.515, 1.669], [3.356, -4.704, 1.521], [2.701, -5.481, 0.374], [1.862, -4.432, -0.340], [3.375, -5.142, 2.516], [4.383, -4.425, 1.275], [2.254, -6.415, 0.714], [3.433, -5.849, -0.350], [0.943, -4.858, -0.733], [2.403, -3.993, -1.184], [-0.238, 1.482, -1.469], [0.074, 2.477, -2.050], [-0.179, 2.625, -3.356], [0.134, 3.943, -3.818], [0.972, 4.601, -2.702], [0.710, 3.726, -1.466], [-0.795, 4.473, -4.023], [0.737, 3.839, -4.717], [0.677, 5.644, -2.622], [2.031, 4.563, -2.951], [0.080, 4.272, -0.771], [1.615, 3.290, -1.040], [-0.577, -1.524, -1.560], [-1.631, -2.060, -1.786], [-1.831, -3.360, -1.649], [-3.265, -3.707, -1.704], [-3.948, -2.339, -1.832], [-2.867, -1.360, -2.285], [-3.411, -4.112, -0.706], [-3.370, -4.408, -2.523], [-4.386, -1.928, -0.920], [-4.822, -2.378, -2.487], [-2.935, -0.316, -2.017], [-2.678, -1.504, -3.360]], "forces_ev_per_angstrom": [[2.1, 0.8, 0.5], [-1.5, -0.5, 0.3], [0.4, -1.0, 0.2], [-0.2, 0.2, -0.1], [-0.6, 0.2, -0.1], [-0.2, 0.5, 0.0], [0.3, 0.4, -0.4], [-0.3, -1.0, 0.6], [0.1, 0.0, 0.1], [-1.2, -0.3, -0.8], [0.9, -0.3, -0.1], [-0.4, 1.1, 0.8], [0.1, 0.1, 0.8], [0.9, 0.3, 0.1], [0.0, 0.0, -0.1], [-0.1, 0.0, -0.1], [-0.1, -0.2, -0.4], [0.1, -0.1, -0.5], [0.1, 0.3, 0.1], [-0.1, -1.1, 0.2], [0.2, 0.6, 0.2], [0.0, 0.4, -0.1], [1.1, -0.6, -0.4], [0.0, -0.2, -0.2], [-0.2, -0.4, -0.2], [-0.1, 0.2, 0.0], [-0.8, 0.4, 0.1], [0.3, 0.1, 0.3], [-0.3, 0.5, 0.2], [0.0, -0.2, -0.1], [-0.2, -0.2, -0.4], [-0.8, 0.8, 0.3], [-0.1, -0.1, -0.2], [0.7, 0.0, 0.3], [0.1, -0.2, -0.2], [0.4, -0.1, -1.1], [0.0, 0.0, 0.0], [-0.3, 0.0, -0.2], [0.1, 0.0, 0.4], [0.0, 0.1, -0.1], [-0.1, -0.6, 0.4], [0.0, 0.6, 0.5], [0.1, -0.9, -0.7], [0.0, 1.5, 0.5], [0.0, -0.7, -0.1], [1.3, 1.4, 1.0], [-1.4, 0.8, -0.4], [0.4, -1.8, -0.8], [-0.5, -0.6, -0.3], [-0.3, 0.0, 0.0], [0.4, -0.6, 0.4], [0.3, -0.1, -0.3], [0.0, 0.0, 0.2], [-0.4, 0.6, -0.1]], "de_lowest_ev": 0.0000, "s_squared": 0.755, "multiplicity": 2, "orbital_gap_ev": [9.221, 6.543], "total_charge": 0}